Molecular formula: C4H5NOS2
Method: DFT, the ωB97M-V functional and the def2-TZVPD basis

Structure (XYZ):
```
13
Properties=species:S:1:pos:R:3:forces:R:3:lowdin_charge:R:1
N -0.090752 1.223553 0.246949 0.7 0.3 -0.2 0.07
C 0.010702 -0.144811 0.271169 0.3 -0.2 -0.1 -0.64
C 1.119249 -0.877622 -0.000765 -0.1 -0.3 0.0 -0.10
C 2.463026 -0.312461 -0.127618 0.3 -0.7 -0.3 -0.28
O 3.448716 -0.966485 -0.429047 -0.8 0.6 0.3 0.03
S -1.490069 -1.004247 0.682985 0.0 0.0 -0.1 0.95
C -2.653902 -0.185175 -0.316836 -0.7 -0.6 0.6 -1.06
S -4.234830 -0.513302 -0.311501 0.2 0.0 0.1 0.62
H 0.768046 1.735248 0.032536 -0.6 -0.3 0.1 0.10
H -0.677518 1.667197 0.936507 0.0 -0.1 0.0 0.10
H 1.032815 -1.964428 -0.120587 0.0 0.5 0.1 0.11
H 2.556407 0.771499 0.078756 0.1 0.0 0.0 0.11
H -2.251892 0.571037 -0.942548 0.5 0.6 -0.6 0.00
```
Forces are in eV/Å.

2S+1 ... 1
Structure (SMILES) ... N/C(=C\C=O)SC=S
Strongest force on any atom ... 1.1 eV/Å
HOMO energy ... -9.01 eV

Molecular formula: H4InO2
Method: DFT, the ωB97M-V functional and the def2-TZVPD basis

Structure (XYZ):
```
7
Properties=species:S:1:pos:R:3:forces:R:3:lowdin_charge:R:1
In -0.546899 -1.708265 -3.128657 -0.1 -0.3 -0.5 1.59
O -1.699522 -1.255173 1.159886 0.2 -0.6 -1.5 0.40
H -2.120191 -0.419344 1.361533 -1.0 1.4 0.3 0.15
H -1.268756 -1.510046 1.975794 0.8 -0.8 1.5 0.16
O 1.687127 1.359131 -0.661302 -1.0 -1.2 -0.6 0.39
H 2.519210 1.265363 -0.197543 1.7 -0.3 0.7 0.15
H 1.429031 2.268335 -0.509712 -0.5 1.8 0.1 0.15
```
Forces are in eV/Å.

2S+1 ... 1
Total charge ... +3
Strongest force on any atom ... 1.9 eV/Å
HOMO energy ... -25.67 eV

Molecular formula: C11H11MnO2S5Sb
Method: DFT, the ωB97M-V functional and the def2-TZVPD basis

Structure (XYZ):
```
31
Properties=species:S:1:pos:R:3:forces:R:3:lowdin_spin:R:1
Mn 0.253874 -0.156895 -0.067856 0.7 0.3 -0.5 0.97
S -2.403588 -1.326976 3.885391 -0.1 0.1 0.1 0.00
Sb -1.037003 -2.079604 2.232724 0.1 0.1 -0.3 0.00
S 0.944168 -0.753075 1.917340 0.2 0.0 1.0 0.03
S -1.658225 -1.288385 0.032917 -0.5 -0.1 -0.1 -0.02
S -0.611971 -4.319270 2.246093 0.0 -0.1 0.0 0.00
C 0.435450 2.004284 -8.269118 0.0 0.0 0.0 0.00
C 0.461895 1.771488 -6.780815 0.0 0.0 -0.2 0.00
C 0.549039 0.496861 -6.259298 0.0 -0.2 0.2 0.00
C 0.582295 0.250850 -4.884716 0.0 -0.2 -0.3 0.00
C 0.666789 -1.202813 -4.475564 0.0 0.1 0.0 0.00
C 0.533424 1.345080 -4.002638 0.1 -0.2 0.5 0.00
C 0.437802 2.657876 -4.511569 0.0 0.1 -0.2 0.00
C 0.352921 3.918194 -3.681308 0.0 -0.1 0.0 0.00
C 0.404976 2.832768 -5.894801 0.0 0.1 0.2 0.00
C 0.558310 1.069038 -2.519806 0.0 -1.3 -0.7 0.01
O 0.618113 2.087483 -1.750540 0.0 1.2 0.6 0.00
O 0.525081 -0.086643 -2.068778 -0.3 0.2 -0.8 0.01
H 0.334820 1.064805 -8.814037 0.0 0.0 0.0 0.00
H 1.353580 2.490304 -8.608512 0.0 0.0 0.0 0.00
H -0.397650 2.651543 -8.550898 0.0 0.0 0.0 0.00
H 0.586472 -0.352995 -6.933916 0.0 0.0 0.0 0.00
H 0.726545 -1.816622 -5.375613 0.0 0.0 0.0 0.00
H -0.194472 -1.513116 -3.886581 0.0 0.0 0.0 0.00
H 1.535678 -1.403969 -3.850988 0.0 0.0 0.0 0.00
H -0.495391 3.902690 -2.999153 0.0 0.0 0.0 0.00
H 0.256486 4.774029 -4.352642 0.0 0.0 0.1 0.00
H 1.224291 4.056753 -3.045060 0.0 0.0 0.0 0.00
H 0.326881 3.843933 -6.284117 0.0 0.0 0.0 0.00
S 0.830723 3.085455 0.643458 -0.1 -0.5 -0.6 0.01
C 0.592311 1.744044 -0.281007 0.0 0.3 0.9 0.00
```
Forces are in eV/Å.

2S+1 ... 2
Total charge ... -2
⟨S²⟩ ... 0.7722
Strongest force on any atom ... 1.4 eV/Å
HOMO energy (spin up / spin down) ... -1.11 / -1.13 eV

Molecular formula: C4H8O2
Method: DFT, the ωB97M-V functional and the def2-TZVPD basis

Structure (XYZ):
```
14
Properties=species:S:1:pos:R:3:forces:R:3:lowdin_charge:R:1
C 1.244406 -1.178506 0.428732 0.0 0.2 -0.1 -0.08
C 0.015013 -0.382203 0.778285 0.1 1.2 -1.0 -0.14
C -0.125543 1.018742 -0.714010 1.3 0.2 0.7 -0.11
O -1.237458 1.876206 -0.897414 0.3 -0.3 0.3 -0.09
C -1.231241 -0.620462 0.123194 -0.9 -1.9 0.8 -0.43
O -1.404213 -1.649341 -0.501735 -0.8 0.1 -0.9 0.01
H 1.224682 -2.206806 0.817966 -0.3 0.3 0.0 0.09
H 2.112507 -0.678222 0.871597 0.0 -0.1 -0.2 0.08
H 1.374592 -1.254317 -0.654748 0.0 0.0 0.2 0.08
H -0.076178 -0.199585 1.873200 0.1 1.2 -1.0 0.14
H 0.721824 1.537087 -0.314845 0.6 0.6 -0.1 0.08
H 0.130509 0.507458 -1.663468 -0.2 -0.4 0.9 0.12
H -1.011408 2.538083 -1.578159 0.0 -0.5 0.5 0.11
H -2.000773 0.165029 0.291875 -0.1 -0.6 -0.1 0.13
```
Forces are in eV/Å.

2S+1 ... 1
Strongest force on any atom ... 2.3 eV/Å
HOMO energy ... -8.90 eV

Molecular formula: C15H58N14O14
Method: DFT, the ωB97M-V functional and the def2-TZVPD basis

Structure (XYZ):
```
101
Properties=species:S:1:pos:R:3:forces:R:3:lowdin_charge:R:1
C 1.953561 0.894533 4.069201 -1.5 -2.4 0.6 -0.08
C 1.470138 0.660568 5.524751 -0.6 1.9 -1.9 -0.27
O 0.500876 -0.362875 5.557610 0.7 -1.5 0.7 -0.07
H 2.401453 -0.002617 3.669996 0.2 -0.7 0.0 0.06
H 2.692966 1.597851 4.015765 1.8 2.3 0.0 0.04
H 1.140686 1.113158 3.387532 -0.3 0.4 0.3 0.04
H 1.047217 1.611108 5.860136 -0.3 -0.1 0.0 0.11
H 2.302289 0.503140 6.188520 0.2 -0.9 0.3 0.10
H -0.361506 -0.102384 5.250338 -0.3 1.0 -0.1 0.09
C 4.211753 -0.208752 -3.565568 -9.9 -5.8 4.7 -0.63
O 2.963649 -0.612161 -3.075008 6.6 2.5 -2.2 -0.09
N 5.384781 -0.672584 -3.262639 5.0 -4.8 8.7 0.09
N 4.479609 0.421403 -4.622066 -3.5 6.2 -9.0 0.12
H 5.345546 -1.739064 -3.192705 0.0 1.3 -0.9 0.16
H 5.379768 -0.649034 -2.157872 0.4 0.1 -1.7 0.16
H 3.716385 0.221933 -5.347469 0.8 0.8 1.1 0.16
H 4.329431 1.430664 -4.401711 0.7 -0.3 -0.7 0.16
C -0.903533 2.873139 2.541737 0.1 0.4 9.1 -0.67
O -0.600941 2.758610 3.883173 -1.2 0.1 -5.6 -0.14
N -2.058938 3.288652 2.130523 -5.2 0.9 1.1 0.16
N -0.063171 2.745392 1.615559 6.8 -1.8 -3.5 0.17
H -2.852874 3.356272 2.816386 1.6 -0.2 -0.9 0.15
H -2.369281 3.389930 1.161352 0.5 0.0 0.6 0.05
H 0.968726 2.522126 1.816053 -2.4 0.4 -0.4 0.12
H -0.242247 2.806019 0.603072 -0.1 0.2 1.6 0.07
C -4.242489 2.501832 -0.172861 -8.6 1.7 0.3 -0.61
O -5.618052 2.421003 0.003952 6.8 0.8 -0.5 -0.12
N -3.523553 1.499741 -0.435831 0.7 -7.0 -0.7 0.14
N -3.471662 3.585856 -0.213082 -1.1 3.9 0.6 0.13
H -3.916513 0.512067 -0.536274 0.7 2.2 0.4 0.08
H -2.568626 1.642084 -0.683022 0.3 -0.1 0.2 0.04
H -3.945099 4.464100 0.035820 0.4 -0.6 -0.6 0.15
H -2.678107 3.672729 -0.854024 -0.6 0.5 0.1 0.06
C 0.665721 -3.453152 -3.063326 -2.2 -6.4 0.4 -0.63
O -0.034996 -4.633601 -3.122909 3.0 5.5 0.0 -0.13
N 0.276239 -2.399763 -2.427580 -3.6 2.6 2.0 0.17
N 1.939373 -3.370618 -3.425957 1.9 -2.4 -2.0 0.14
H -0.696292 -2.451365 -2.041356 1.1 0.3 -0.5 0.08
H 0.765134 -1.495675 -2.291098 -0.4 -1.2 -0.6 0.09
H 2.254991 -4.178394 -3.976295 -0.1 0.8 0.4 0.12
H 2.378430 -2.488975 -3.575966 0.2 0.6 0.0 0.04
C -0.698362 3.358375 -1.542928 -1.8 7.8 -3.4 -0.66
O -1.260538 4.565939 -1.951463 2.1 -5.7 2.3 -0.11
N 0.470109 3.281324 -1.017665 4.4 -0.2 1.3 0.15
N -1.273798 2.227064 -1.743848 -2.5 -2.4 -1.4 0.14
H 0.907586 4.175268 -0.861402 0.1 0.0 0.1 0.14
H 1.088448 2.412033 -0.817798 -1.4 1.6 -0.5 0.12
H -2.037861 2.272587 -2.429669 0.7 -0.6 0.4 0.17
H -0.730694 1.406652 -1.487950 -0.2 -0.3 -0.8 0.08
C 3.605503 1.639534 0.904520 -6.0 -0.3 -3.0 -0.65
O 2.369594 1.902076 0.405647 4.5 -1.3 2.0 -0.12
N 4.437763 2.597857 0.982270 3.8 4.3 1.9 0.17
N 4.074150 0.462639 1.142494 0.0 -3.0 0.8 0.19
H 3.945714 3.456760 0.915011 0.1 1.1 0.0 0.11
H 5.247135 2.579357 1.658881 -1.4 0.0 -1.3 0.16
H 3.338563 -0.254903 1.038564 0.5 -0.6 0.6 0.06
H 4.905101 0.298304 1.736666 -1.1 0.2 -0.8 0.15
C -3.431210 -1.996939 -0.757984 5.9 -1.2 -1.7 -0.59
O -2.146521 -2.001388 -1.077890 -4.5 -0.1 1.4 -0.08
N -4.187796 -1.043542 -1.236553 -3.9 3.0 -1.8 0.12
N -4.005386 -2.923424 -0.016234 0.5 -0.6 0.5 0.21
H -4.005095 -0.448292 -2.088442 0.2 -1.6 1.5 0.17
H -5.182620 -1.024468 -0.924605 1.1 0.0 -0.7 0.15
H -3.369548 -3.659105 0.295406 -0.2 -0.1 0.4 0.07
H -4.982951 -2.957604 0.197653 -0.1 0.1 -0.1 0.12
C -4.705532 0.365943 2.132216 -0.1 -0.9 0.5 -0.16
O -3.302373 0.305649 2.254487 0.6 0.5 0.1 -0.13
H -5.256969 -0.182393 2.886909 0.6 -0.5 0.6 0.08
H -4.878727 -0.161776 1.221048 -1.2 0.1 -0.9 0.04
H -5.129136 1.345587 2.200894 0.0 0.8 -0.6 0.07
H -3.006599 0.765289 1.439567 0.1 -0.3 0.9 0.04
C -0.069685 -0.252427 0.007890 1.9 -1.0 0.4 -0.12
O 0.707121 0.190664 -1.124308 -1.4 0.3 -0.3 -0.17
H -1.083083 0.026980 -0.182258 -0.5 0.3 0.2 0.05
H 0.376825 0.099578 0.945893 -0.4 0.5 -0.2 0.08
H -0.074928 -1.344643 0.091359 -0.1 0.2 -0.4 0.05
H 1.608746 -0.118163 -1.144937 0.6 -0.1 0.5 0.05
C 1.105029 2.096998 -4.166668 -0.5 -1.6 -1.5 -0.11
O 0.725821 2.535124 -5.520333 0.1 0.3 1.7 -0.11
H 1.964378 1.434957 -4.292683 -0.1 0.1 0.4 0.04
H 0.366042 1.566181 -3.520138 0.0 0.0 -1.2 0.07
H 1.342810 2.915353 -3.557291 0.6 1.6 0.2 0.05
H 0.327829 1.826256 -6.022896 -0.1 -0.4 0.2 0.06
C -1.143706 -4.963187 0.078612 -0.2 -0.5 -2.3 -0.15
O -2.242770 -4.800658 0.935782 -0.2 -0.2 1.6 -0.14
H -0.340857 -5.648873 0.335326 -0.1 0.0 0.9 0.09
H -0.738171 -4.012510 -0.242432 0.0 0.3 0.4 0.05
H -1.597747 -5.366894 -0.820351 0.6 -0.1 -0.7 0.08
H -2.673947 -5.662108 1.004655 0.1 0.2 0.1 0.10
C 2.709315 -2.615920 0.171736 -2.1 -2.3 1.1 -0.12
O 2.433582 -1.593392 1.062399 0.4 2.2 0.5 -0.18
H 2.974709 -3.470356 0.881013 0.0 0.3 -1.9 0.12
H 3.360493 -2.419602 -0.663051 0.9 0.5 0.3 0.07
H 1.738604 -2.752642 -0.329069 0.3 -1.1 -0.2 0.07
H 1.615009 -1.748271 1.567702 0.4 -0.1 0.3 0.05
C -0.670604 -2.200748 2.664068 -0.9 0.6 -1.9 -0.14
O 0.598840 -1.887414 3.111879 1.5 -0.6 -0.2 -0.13
H -0.617183 -2.741552 1.667791 -0.1 0.5 1.3 0.09
H -1.196936 -1.252515 2.546077 -0.5 0.0 -0.5 0.07
H -1.241480 -2.744867 3.370904 -0.5 -1.1 0.6 0.08
H 0.517146 -1.532648 3.998669 0.4 0.4 0.6 0.05
```
Forces are in eV/Å.

2S+1 ... 1
Strongest force on any atom ... 12.4 eV/Å
HOMO energy ... -8.48 eV

Molecular formula: C14H22GeIN4O2OsSe
Method: DFT, the ωB97M-V functional and the def2-TZVPD basis

Structure (XYZ):
```
46
Properties=species:S:1:pos:R:3:forces:R:3:lowdin_spin:R:1
Os 0.712775 0.632440 -0.004638 -0.1 0.1 -0.2 2.39
O 0.747950 0.647519 -1.959937 0.3 -0.2 -0.4 0.14
N 1.516931 -0.272962 -2.572061 -0.4 0.4 0.4 0.00
N 2.054553 -1.038910 -1.757214 0.3 -0.4 -0.1 0.03
O 1.905988 -0.818256 -0.426970 0.2 -0.4 0.1 0.19
C 2.836526 -2.191682 -2.152011 -0.2 0.3 0.1 0.01
C 3.823104 -2.645919 -1.288035 0.1 0.0 0.0 0.01
C 4.577236 -3.730987 -1.694714 0.0 0.0 0.1 0.00
C 4.332907 -4.325713 -2.926658 0.0 -0.1 0.0 0.01
C 3.334851 -3.847329 -3.767411 -0.1 0.0 -0.1 0.00
C 2.563655 -2.765269 -3.387208 0.0 0.0 -0.1 0.01
H 4.013752 -2.162610 -0.341474 0.0 0.0 0.0 0.00
H 5.360114 -4.111303 -1.053548 0.0 0.0 0.0 0.00
H 4.926474 -5.176284 -3.234080 0.0 0.0 0.0 0.00
H 3.147688 -4.325931 -4.718407 0.0 0.0 0.0 0.00
H 1.771024 -2.390713 -4.020150 0.0 0.0 0.0 0.00
C -2.962874 5.678349 -3.101028 -0.4 -0.1 0.1 0.01
Ge -1.176238 5.037038 -3.020622 0.4 0.7 -0.3 0.10
C 0.024233 6.092377 -1.926698 -0.1 -0.2 -0.1 0.05
C -0.512074 4.208525 -4.610914 0.0 -0.1 0.0 0.03
C -1.223566 3.134317 -1.652483 -0.3 -0.8 0.6 0.52
Se -0.063437 3.029640 -0.195122 0.0 0.3 0.1 0.18
C -1.162977 3.695313 1.269904 0.0 0.0 -0.1 0.03
H -2.932244 6.574505 -3.730460 0.0 0.0 0.0 0.00
H -3.355522 5.965541 -2.126624 0.0 0.0 0.0 0.00
H -3.627019 4.956714 -3.575314 0.0 0.1 0.0 0.00
H 0.167867 6.988715 -2.541608 0.1 0.1 0.1 0.01
H 0.980495 5.602193 -1.764183 0.1 0.1 0.0 0.00
H -0.442821 6.383375 -0.987599 0.0 0.1 0.0 0.00
H -0.329620 5.055089 -5.283810 0.0 -0.1 -0.1 0.01
H -1.274564 3.569975 -5.053972 0.0 0.0 -0.1 0.00
H 0.418379 3.662958 -4.471557 0.0 0.0 0.0 0.00
H -1.013677 2.393201 -2.419587 0.0 0.2 -0.1 0.02
H -2.261215 3.321746 -1.370719 0.0 0.1 -0.2 0.03
H -1.410258 4.725693 1.026493 0.0 0.0 0.0 0.00
H -0.537824 3.660331 2.158863 0.0 0.0 0.0 0.00
H -2.048252 3.074635 1.363139 0.0 0.0 0.0 0.00
I -1.599220 -0.521428 5.584822 -0.2 0.0 0.2 0.01
C -0.343814 -0.346367 3.987462 0.2 -0.1 0.0 0.02
C 0.956781 -0.848147 3.875961 0.2 -0.1 0.1 0.07
N 1.431811 -0.528045 2.677645 -0.2 0.1 -0.1 0.01
N 0.511418 0.180310 1.962742 -0.1 -0.1 0.2 0.07
C -0.575711 0.275161 2.785212 0.1 0.2 -0.4 0.02
H 1.557490 -1.402050 4.583850 0.0 0.0 0.0 0.00
H 2.338559 -0.746678 2.292969 0.0 0.0 0.0 0.00
H -1.467836 0.781023 2.449555 0.0 0.0 0.0 0.00
```
Forces are in eV/Å.

2S+1 ... 5
Total charge ... +3
⟨S²⟩ ... 6.0237
Strongest force on any atom ... 1.0 eV/Å
HOMO energy (spin up / spin down) ... -16.76 / -16.73 eV